The following is a DFT calculation (the ωB97M-V functional and the def2-TZVPD basis) of 10 unconnected molecules or ions with the total composition C40H76O20S8 at a distorted geometry.

Atoms and positions in Å:
C (4.87930, 0.10258, 34.51400)
C (5.06366, -0.48903, 33.05280)
C (3.67361, -0.36885, 32.41140)
S (2.42990, -0.51191, 33.85595)
O (1.66311, -1.76688, 34.02342)
O (1.81913, 0.82750, 33.95837)
C (3.70919, -0.64525, 35.22491)
H (4.57766, 1.10794, 34.22011)
H (5.82179, 0.00195, 35.05224)
H (5.17340, -1.56402, 33.19586)
H (5.73963, -0.11082, 32.28592)
H (3.43633, -1.06340, 31.60555)
H (3.47141, 0.64508, 32.06619)
H (3.92501, -1.71351, 35.20682)
H (3.33019, -0.38419, 36.21299)
C (-1.36498, -8.51902, 27.68128)
C (-0.41916, -9.18433, 26.66379)
C (-0.19800, -8.06147, 25.59681)
S (-0.02761, -6.41951, 26.41813)
O (-0.91858, -5.41972, 25.85708)
O (1.46844, -6.12849, 26.49493)
C (-0.75992, -7.14573, 27.99233)
H (-1.34831, -9.10878, 28.59779)
H (-2.36781, -8.49054, 27.25511)
H (-0.86741, -10.05133, 26.17853)
H (0.54128, -9.36161, 27.14775)
H (-1.15367, -8.09874, 25.07393)
H (0.51742, -8.11150, 24.77597)
H (-1.31807, -6.36445, 28.50824)
H (0.12362, -7.33001, 28.60347)
C (17.53912, -1.47747, 30.00999)
C (17.94550, 0.03913, 29.90327)
C (17.84578, 0.36331, 28.50321)
S (16.42917, -0.53787, 27.75103)
O (16.79566, -1.34527, 26.51314)
O (15.30763, 0.41837, 27.72486)
C (16.24481, -1.66196, 29.18045)
H (17.27242, -1.66671, 31.04979)
H (18.37302, -2.10355, 29.69265)
H (18.95428, 0.24941, 30.25854)
H (17.37550, 0.64858, 30.60452)
H (18.73319, 0.20264, 27.89102)
H (17.65110, 1.43205, 28.41382)
H (16.12914, -2.60128, 28.63971)
H (15.32927, -1.51521, 29.75347)
C (-0.64118, 2.53828, 21.85223)
C (-0.77702, 4.00977, 21.93820)
C (-1.84390, 4.30051, 22.95791)
S (-3.18671, 3.26897, 22.21135)
O (-3.88701, 4.00294, 21.18802)
O (-3.86059, 2.52309, 23.17403)
C (-2.08634, 2.10271, 21.34860)
H (-0.40904, 1.98732, 22.76364)
H (0.09590, 2.41372, 21.05895)
H (-0.97169, 4.53669, 21.00409)
H (0.20539, 4.41940, 22.17312)
H (-2.19783, 5.27396, 23.29735)
H (-1.65541, 3.88238, 23.94672)
H (-2.17356, 2.43618, 20.31454)
H (-2.44371, 1.10265, 21.59407)
C (7.80092, -11.67571, 25.44287)
C (7.32171, -10.22331, 25.79961)
C (7.06567, -9.38985, 24.48208)
S (6.51160, -10.59010, 23.20594)
O (6.96918, -10.20926, 21.85774)
O (5.11267, -11.01172, 23.42412)
C (7.50688, -11.99280, 23.94427)
H (7.42648, -12.49260, 26.05978)
H (8.84621, -11.78933, 25.73020)
H (7.91433, -9.67643, 26.53298)
H (6.33300, -10.25800, 26.25716)
H (8.04244, -8.93153, 24.32730)
H (6.35282, -8.57293, 24.59433)
H (8.38834, -12.16935, 23.32785)
H (6.97813, -12.91927, 23.72028)
C (12.70979, -0.37904, 17.98475)
C (13.38168, 0.06516, 16.67212)
C (12.52716, 1.22467, 16.02265)
S (11.35393, 1.77512, 17.38536)
O (9.99801, 1.28827, 17.14151)
O (11.57461, 3.16985, 17.72430)
C (12.11147, 0.75684, 18.78155)
H (13.44035, -0.90054, 18.60315)
H (11.87132, -1.03048, 17.73840)
H (13.44815, -0.75731, 15.95993)
H (14.37108, 0.47914, 16.86660)
H (11.89363, 0.97066, 15.17282)
H (13.19824, 2.06842, 15.86189)
H (11.39927, 0.73240, 19.60634)
H (12.86372, 1.37902, 19.26643)
C (3.49958, -2.65299, 18.74835)
C (2.76332, -3.93996, 19.00115)
C (3.58793, -5.17135, 18.66472)
S (5.39688, -4.62157, 18.86389)
O (5.99207, -5.22925, 17.68134)
O (5.98237, -4.82070, 20.17352)
C (5.01657, -2.83725, 18.53740)
H (3.33771, -1.95409, 19.56898)
H (2.99043, -2.12337, 17.94313)
H (1.77228, -3.92202, 18.54772)
H (2.43134, -3.81982, 20.03239)
H (3.47742, -5.37754, 17.60012)
H (3.31323, -6.08319, 19.19499)
H (5.15941, -2.80251, 17.45737)
H (5.68676, -2.13298, 19.03031)
C (2.83709, 6.45498, 27.87647)
C (1.60954, 7.43527, 27.84694)
C (2.04371, 8.66413, 28.68200)
S (3.84850, 8.85641, 28.35609)
O (4.59585, 9.18684, 29.56042)
O (3.93593, 9.77255, 27.22574)
C (4.19399, 7.12218, 27.71475)
H (2.51111, 5.60726, 27.27380)
H (2.72478, 5.90075, 28.80831)
H (0.65688, 6.96775, 28.09591)
H (1.33884, 7.68845, 26.82190)
H (2.10429, 8.41004, 29.74023)
H (1.55126, 9.61739, 28.48996)
H (4.93470, 6.73407, 28.41390)
H (4.68307, 7.10413, 26.74081)
O (5.32149, 7.01765, 17.99172)
C (6.05753, 7.62060, 18.71372)
O (6.60656, 8.76057, 18.43540)
C (7.54281, 9.20340, 19.48261)
C (7.04754, 8.44446, 20.73999)
C (6.37350, 7.13756, 20.20716)
H (7.52820, 10.29330, 19.48231)
H (8.56957, 8.87545, 19.32037)
H (6.25819, 9.05448, 21.17920)
H (7.83363, 8.29991, 21.48110)
H (5.41381, 6.79733, 20.59617)
H (7.03909, 6.27491, 20.17701)
O (6.10706, 1.38962, 24.25466)
C (6.49164, 0.40738, 24.91664)
O (7.62986, -0.10933, 24.68260)
C (8.11873, -0.90235, 25.75118)
C (6.83693, -1.60510, 26.14465)
C (5.66769, -0.50705, 25.83835)
H (8.60580, -0.32012, 26.53339)
H (8.84433, -1.43110, 25.13310)
H (6.82779, -2.16867, 27.07760)
H (6.62390, -2.38477, 25.41333)
H (5.47931, -0.04333, 26.80664)
H (4.82838, -1.05413, 25.40897)

The total energy is -6259.65880 hartree. The value obtained for the LUMO energy is 0.0 eV. Its highest occupied orbital energy is -9.622 eV. The calculation puts the molar mass at 1133.6 u. The calculation puts the orbital gap at 9.59 eV. Its SMILES is O=S1(=O)CCCC1.O=S1(=O)CCCC1.O=S1(=O)CCCC1.O=S1(=O)CCCC1.O=S1(=O)CCCC1.O=S1(=O)CCCC1.O=S1(=O)CCCC1.O=S1(=O)CCCC1.O=C1CCCO1.O=C1CCCO1.